[1]
{"formula": "C3H6N2O", "method": "ωB97M-V with the def2-TZVPD basis set", "symbols": ["C", "N", "N", "C", "C", "O", "H", "H", "H", "H", "H", "H"], "xyz": [[0.987, -0.784, 2.268], [0.653, -0.691, 1.040], [-0.120, 0.434, 0.504], [-0.377, 0.488, -0.802], [-0.452, -0.811, -1.598], [-0.640, 1.549, -1.429], [0.606, -0.048, 3.114], [1.583, -1.717, 2.580], [-0.297, 1.254, 1.076], [-1.415, -0.839, -1.909], [-0.223, -1.714, -0.998], [0.190, -0.886, -2.442]], "forces_ev_per_angstrom": [[-1.0385, 0.6486, 1.0416], [-0.6582, 1.1318, -0.5669], [1.5402, -1.6737, 3.2181], [-0.3747, 1.4733, -4.2600], [2.6001, -0.7745, 2.6563], [0.4319, -2.0311, 2.3054], [0.9687, -1.3498, -1.7013], [-0.9795, 1.6691, -0.6199], [0.2770, -0.0566, -0.0808], [-3.0497, -0.2612, -1.1390], [-0.3158, 0.6038, -0.1470], [0.5986, 0.6201, -0.7066]], "homo_lumo_gap_ev": 10.57, "largest_force_ha_per_bohr": 0.088, "e_homo_ev": -9.74, "smiles": "C=NNC(C)=O", "total_charge": 0, "e_above_lowest_kcal_mol": 58.1}

=====

[2]
{"formula": "C3H6N2O", "method": "ωB97M-V with the def2-TZVPD basis set", "symbols": ["N", "C", "C", "O", "C", "N", "H", "H", "H", "H", "H", "H"], "xyz": [[1.946, -0.837, -1.799], [1.489, -0.223, -0.931], [0.831, 0.545, 0.165], [1.120, 0.003, 1.418], [-0.687, 0.544, -0.082], [-1.174, -0.799, 0.215], [1.221, 1.567, 0.134], [0.459, -0.708, 1.528], [-0.906, 0.899, -1.099], [-1.135, 1.240, 0.632], [-2.173, -0.802, 0.381], [-0.989, -1.429, -0.561]], "forces_ev_per_angstrom": [[-0.4552, 0.5992, 0.8511], [0.4243, -0.5568, -0.7492], [-0.0405, 0.1924, -0.2124], [-0.0998, -0.1829, 0.0838], [0.0032, 0.1759, 0.0063], [-0.1625, -0.0702, -0.1881], [-0.0559, -0.1294, -0.0325], [0.1439, 0.0913, 0.0686], [0.0565, -0.0648, 0.1626], [0.0761, -0.0850, -0.0910], [0.1406, -0.0163, 0.0115], [-0.0306, 0.0466, 0.0894]], "homo_lumo_gap_ev": 11.29, "largest_force_ha_per_bohr": 0.022, "e_homo_ev": -10.55, "smiles": "N#C[C@H](O)CN", "total_charge": 0, "e_above_lowest_kcal_mol": 29.5}

=====

[3]
{"formula": "C3H6N2O", "method": "ωB97M-V with the def2-TZVPD basis set", "symbols": ["C", "N", "C", "N", "C", "O", "H", "H", "H", "H", "H", "H"], "xyz": [[-0.850, -0.779, -1.216], [-0.089, 0.212, -0.749], [0.049, 1.016, 0.279], [-0.761, 1.125, 1.379], [1.251, 0.274, -0.117], [1.627, -0.871, 0.560], [-1.879, -0.813, -0.880], [-0.573, -1.275, -2.139], [1.360, -1.593, -0.026], [-0.527, 1.785, 2.097], [-1.379, 0.370, 1.644], [2.058, 0.740, -0.683]], "forces_ev_per_angstrom": [[-0.1892, 0.2093, -0.1029], [-0.1825, -0.1265, 0.1841], [-0.2633, -0.1080, 0.1223], [-0.1256, 0.1894, -0.0918], [0.3881, 0.1649, -0.1884], [0.1294, -0.1131, -0.2094], [0.0268, 0.0944, -0.1039], [0.1641, 0.0820, 0.1978], [0.0729, -0.2009, 0.3455], [0.0600, -0.0953, -0.0597], [0.1448, -0.0813, -0.0952], [-0.2254, -0.0150, 0.0016]], "homo_lumo_gap_ev": 7.87, "largest_force_ha_per_bohr": 0.009, "e_homo_ev": -7.00, "total_charge": 0, "e_above_lowest_kcal_mol": 112.7}

=====

[4]
{"formula": "C3H6N2O", "method": "ωB97M-V with the def2-TZVPD basis set", "symbols": ["C", "N", "C", "N", "C", "O", "H", "H", "H", "H", "H", "H"], "xyz": [[1.415, -0.496, 0.277], [0.476, 0.050, -0.716], [-1.003, -0.014, -0.403], [-1.551, -0.756, -1.248], [-1.518, 0.756, 0.755], [-0.815, 1.452, 1.455], [1.024, -1.456, 0.621], [1.508, 0.185, 1.126], [2.390, -0.653, -0.191], [0.776, 0.970, -1.044], [-0.096, -0.681, -1.554], [-2.605, 0.643, 0.920]], "forces_ev_per_angstrom": [[0.0568, -0.0492, 0.0932], [0.1115, 0.1079, -0.1332], [-0.1225, -0.2149, -0.2790], [0.0982, 0.2730, 0.3523], [0.0833, 0.2142, 0.2569], [-0.2972, -0.2852, -0.3295], [0.0740, 0.1219, -0.0523], [0.0123, -0.1288, -0.1098], [-0.1325, 0.0334, 0.0819], [-0.0539, -0.1359, 0.0614], [0.0523, 0.0339, 0.0431], [0.1176, 0.0296, 0.0150]], "homo_lumo_gap_ev": 8.90, "largest_force_ha_per_bohr": 0.010, "e_homo_ev": -8.70, "total_charge": 0, "e_above_lowest_kcal_mol": 92.5}

=====

[5]
{"formula": "C3H6N2O", "method": "ωB97M-V with the def2-TZVPD basis set", "symbols": ["C", "C", "N", "C", "N", "H", "H", "H", "H", "O", "H", "H"], "xyz": [[0.815, 1.747, -0.843], [0.325, 0.488, -0.976], [-0.167, 0.132, 0.245], [-0.009, 1.216, 1.037], [0.578, 2.202, 0.431], [1.363, 2.300, -1.581], [0.533, -0.140, -1.822], [-0.746, -0.661, 0.502], [-0.460, 1.281, 2.014], [-1.013, -2.597, 0.171], [-1.150, -3.273, 0.849], [-0.068, -2.696, -0.026]], "forces_ev_per_angstrom": [[-0.0995, -0.1216, 0.4677], [0.8983, -0.0845, -0.7821], [-0.5422, -0.0733, 0.3032], [-0.5587, 0.2088, 0.4013], [0.3746, 0.6659, -0.1703], [0.0143, 0.2558, -0.0582], [-0.5378, -0.4870, 0.0602], [0.2708, -0.0639, -0.3818], [0.1893, -0.1355, 0.1369], [0.5273, -0.3991, 0.2206], [-0.2210, 0.1299, -0.0947], [-0.3157, 0.1046, -0.1028]], "homo_lumo_gap_ev": 9.11, "largest_force_ha_per_bohr": 0.023, "e_homo_ev": -8.70, "smiles": "c1c[nH]cn1.O", "total_charge": 0, "e_above_lowest_kcal_mol": 20.3}

=====

[6]
{"formula": "C3H6N2O", "method": "ωB97M-V with the def2-TZVPD basis set", "symbols": ["C", "N", "C", "N", "C", "O", "H", "H", "H", "H", "H", "H"], "xyz": [[1.812, 0.495, 0.360], [0.690, 1.094, 0.108], [-0.354, 0.364, -0.332], [-0.215, -1.067, 0.006], [-1.706, 0.779, -0.410], [-2.655, -0.018, -0.408], [2.109, -0.458, -0.100], [2.589, 1.023, 0.895], [0.481, -1.037, 0.796], [-1.154, -1.421, 0.253], [0.195, -1.663, -0.715], [-1.858, 1.871, -0.498]], "forces_ev_per_angstrom": [[0.1405, 0.4640, -0.1805], [0.1814, -0.1465, 0.1008], [-0.0850, 0.0492, 0.0110], [0.0633, -0.1769, 0.0516], [0.1112, -0.0807, 0.0237], [0.2999, 0.0894, 0.0244], [-0.1422, 0.0280, 0.3570], [0.0827, 0.1834, -0.2234], [-0.5322, -0.4288, -0.1692], [0.0338, 0.1251, -0.1224], [-0.1667, 0.0805, 0.0467], [0.0134, -0.1866, 0.0804]], "homo_lumo_gap_ev": 7.94, "largest_force_ha_per_bohr": 0.014, "e_homo_ev": -7.62, "smiles": "C=N/C([NH3+])=C/[O-]", "total_charge": 0, "e_above_lowest_kcal_mol": 72.7}

=====

[7]
{"formula": "C3H6N2O2", "method": "ωB97M-V with the def2-TZVPD basis set", "symbols": ["C", "C", "C", "N", "N", "O", "O", "H", "H", "H", "H", "H", "H"], "xyz": [[1.534, -1.420, 0.284], [-0.329, 1.531, 0.448], [-1.545, 0.679, -1.399], [1.005, 0.161, 1.848], [0.088, 0.659, 1.149], [0.647, -1.124, -0.507], [-1.044, 1.742, -0.568], [1.442, -2.067, 1.107], [2.569, -1.277, 0.046], [-0.562, 0.247, -1.708], [-2.015, 1.114, -2.326], [-2.348, 0.045, -0.985], [0.560, -0.292, 2.611]], "forces_ev_per_angstrom": [[-0.6026, 0.1936, -2.1493], [0.0232, -0.6174, 0.4139], [1.0244, -0.2352, -2.2503], [0.5867, -0.2357, -0.3878], [0.3903, 1.2349, 0.7102], [0.7020, -0.6932, 0.3271], [-1.9719, 1.6607, -0.8049], [-0.8335, -0.9911, 1.3980], [0.9734, 0.7475, -0.2615], [-1.5181, -0.8845, 0.0947], [0.6079, 0.1708, 1.1296], [0.9640, 0.1240, 0.5602], [-0.3459, -0.4743, 1.2203]], "homo_lumo_gap_ev": [8.72, 8.72], "largest_force_ha_per_bohr": 0.053, "e_homo_ev": [-8.57, -8.57], "total_charge": 0, "e_above_lowest_kcal_mol": 161.0}

=====

[8]
{"formula": "C3H6N2O2", "method": "ωB97M-V with the def2-TZVPD basis set", "symbols": ["C", "C", "O", "N", "C", "N", "O", "H", "H", "H", "H", "H", "H"], "xyz": [[-0.035, 0.833, 1.747], [0.299, -0.525, 1.221], [0.753, -1.530, 1.821], [-0.031, -0.812, -0.103], [0.007, 0.197, -1.046], [-0.264, -0.361, -2.270], [0.172, 1.365, -0.848], [-0.947, 1.413, 1.328], [0.818, 1.638, 1.425], [-0.390, 0.740, 2.789], [-0.006, -1.764, -0.316], [-0.093, -1.355, -2.613], [-0.284, 0.159, -3.136]], "forces_ev_per_angstrom": [[-0.3064, 3.0735, -0.2534], [0.3666, -3.5439, 0.3106], [-1.0238, 3.0799, -0.1925], [0.3045, 3.0869, 1.4782], [-0.6250, -2.0213, -1.5244], [0.1143, -1.9451, -3.0240], [0.1421, 0.8106, -0.0066], [1.3970, -1.6783, -0.1841], [-1.7603, -2.1600, 1.5312], [1.3696, 0.1305, -0.0676], [0.1915, -1.4445, -0.6031], [-0.2797, 1.6988, 1.8346], [0.1096, 0.9129, 0.7013]], "homo_lumo_gap_ev": 10.74, "largest_force_ha_per_bohr": 0.070, "e_homo_ev": -10.14, "smiles": "CC(=O)NC(N)=O", "total_charge": 0, "e_above_lowest_kcal_mol": 29.0}

=====

[9]
{"formula": "C3H6N2O2", "method": "ωB97M-V with the def2-TZVPD basis set", "symbols": ["H", "N", "C", "N", "C", "O", "O", "C", "H", "H", "H", "H", "H"], "xyz": [[-0.491, -1.669, -2.008], [-0.985, -0.930, -1.513], [-0.310, -0.552, -0.513], [-0.738, 0.500, 0.292], [-1.810, 1.321, 0.001], [-2.183, 2.177, 0.769], [0.832, -1.165, -0.118], [1.862, -0.470, 0.573], [-0.362, 0.626, 1.219], [-2.254, 1.106, -0.979], [1.482, 0.202, 1.349], [2.488, 0.092, -0.130], [2.468, -1.237, 1.058]], "forces_ev_per_angstrom": [[-0.0277, 0.0610, 0.0367], [0.2217, 0.0532, 0.2092], [-0.2000, -0.0160, -0.1991], [0.0174, 0.0530, 0.1448], [-0.0774, 0.1682, 0.0812], [0.0899, -0.3173, -0.2713], [-0.1247, -0.1100, -0.0024], [0.2102, 0.1300, 0.1710], [0.0243, -0.0455, -0.0856], [-0.0061, 0.0809, 0.0564], [0.1526, -0.1168, -0.1574], [-0.1932, -0.0444, 0.1250], [-0.0871, 0.1036, -0.1084]], "homo_lumo_gap_ev": 10.61, "largest_force_ha_per_bohr": 0.008, "e_homo_ev": -9.97, "smiles": "[H]/N=C(/NC=O)OC", "total_charge": 0, "e_above_lowest_kcal_mol": 37.5}

=====

[10]
{"formula": "C3H6N2O2", "method": "ωB97M-V with the def2-TZVPD basis set", "symbols": ["H", "N", "C", "O", "C", "C", "N", "O", "H", "H", "H", "H", "H"], "xyz": [[1.666, -0.076, -2.182], [1.087, -0.164, -1.351], [1.613, 0.451, -0.380], [1.052, 0.545, 0.835], [0.028, -0.380, 1.205], [-1.216, -0.541, 0.335], [-1.669, 0.566, -0.329], [-1.834, -1.585, 0.407], [2.553, 1.010, -0.391], [0.458, -1.374, 1.343], [-0.320, -0.005, 2.171], [-2.447, 0.371, -0.944], [-0.970, 1.181, -0.719]], "forces_ev_per_angstrom": [[-0.0133, -0.0860, 0.0925], [0.2702, 0.0939, 0.3070], [-0.0627, -0.0074, -0.3101], [0.0002, 0.0930, -0.0863], [-0.0643, -0.1703, 0.1001], [-0.1370, -0.0857, 0.0854], [0.0207, -0.1261, -0.1063], [0.1354, 0.3759, -0.0168], [-0.1482, -0.0221, -0.0350], [-0.0335, 0.0881, -0.1118], [0.0231, -0.1419, -0.0926], [0.0828, 0.0284, 0.0500], [-0.0735, -0.0400, 0.1239]], "homo_lumo_gap_ev": 10.60, "largest_force_ha_per_bohr": 0.008, "e_homo_ev": -9.83, "smiles": "[H]/N=C/OCC(N)=O", "total_charge": 0, "e_above_lowest_kcal_mol": 32.7}